Record 1
ORCA calculation (ωB97M-V/def2-TZVPD) on a 2-piece molecular cluster, C4H15N2O overall at a distorted geometry.

Results
- HOMO energy: -13.9 eV
- Molar mass: 107.2 g mol⁻¹
- Gap between HOMO and LUMO: 11.215 eV
- Energy: -9412.1146 eV
- Charge: +1
- LUMO level: -2.73 eV
- ΔE to the lowest compared entry with this formula, charge and spin: 149.3 kJ/mol

Atoms and positions in Å:
N -1.10457 0.81357 0.23495
C -0.55920 1.24126 -1.06076
C 0.90571 0.75606 -1.23423
N 1.23746 -0.28103 -0.18694
C 1.60576 -1.61963 -0.71828
C 2.11787 0.19652 0.87590
H -1.31453 1.50328 0.93691
H -1.88503 0.16813 0.19334
H 0.24635 -0.42562 0.14091
H -1.15323 0.84037 -1.87774
H -0.69197 2.32383 -1.04426
H 1.12518 0.37976 -2.23924
H 1.63867 1.54431 -1.07807
H 1.00112 -1.92916 -1.55859
H 2.60628 -1.56159 -1.16343
H 1.71766 -2.28544 0.13444
H 3.13887 0.30111 0.51990
H 1.78525 1.15920 1.28372
H 2.00904 -0.44138 1.75360
H -4.28374 -1.00814 2.16353
H -2.95570 -1.24524 2.16867
O -3.57038 -0.80957 1.55168

Mulliken population analysis, charges in e, atoms 1 to 5: N -0.568; C -0.359; C -0.759; N 0.202; C -0.967

Record 2
ORCA calculation (ωB97M-V/def2-TZVPD) on a 2-piece molecular cluster, C4H15N2O overall at a distorted geometry.

Results
- HOMO energy: -13.0 eV
- Molar mass: 107.2 g mol⁻¹
- Gap between HOMO and LUMO: 9.983 eV
- Energy: -9411.2452 eV
- Charge: +1
- LUMO level: -3.05 eV
- ΔE to the lowest compared entry with this formula, charge and spin: 233.2 kJ/mol

Atoms and positions in Å:
C -0.61082 -1.40516 1.38308
N 0.72234 -1.85740 1.66238
C -0.87315 0.05125 1.08417
N -0.18484 0.60212 -0.19980
C 1.09570 1.26471 0.13314
C -2.32179 0.44739 1.13698
H -1.27101 -1.92204 2.08132
H -1.00751 -2.06703 0.53972
H 0.93329 -2.01169 2.63738
H 1.47147 -1.45064 1.11391
H -0.39334 0.49265 1.97078
H -0.86093 1.21137 -0.66288
H -0.16042 -0.25114 -0.76283
H 1.18230 2.17131 -0.47878
H 1.95265 0.62761 0.00755
H 1.17430 1.87322 1.04792
H -2.73165 1.00872 0.27750
H -2.63800 1.05639 1.98720
H -3.00522 -0.40467 1.16908
H 2.49382 0.78467 -4.80788
H 1.07311 0.58949 -4.89435
O 1.74499 0.60938 -4.21544

Mulliken population analysis, charges in e, atoms 1 to 5: C -1.229; N -0.421; C 0.722; N -0.075; C -0.930

Record 3
ORCA calculation (ωB97M-V/def2-TZVPD) on a 2-piece molecular cluster, C4H15N2O overall at a distorted geometry.

Results
- HOMO energy: -13.8 eV
- Molar mass: 107.2 g mol⁻¹
- Gap between HOMO and LUMO: 10.921 eV
- Energy: -9412.9906 eV
- Charge: +1
- LUMO level: -2.84 eV
- ΔE to the lowest compared entry with this formula, charge and spin: 64.8 kJ/mol

Atoms and positions in Å:
C -1.85204 -0.57094 -0.03799
N -2.09494 0.10691 1.22061
C -0.44635 -1.13752 -0.05210
N 0.57020 -0.04133 0.06427
C 0.77221 0.81406 -1.15567
C 1.52155 0.05776 -2.23628
H -2.52363 -1.41695 -0.23702
H -1.96336 0.07907 -0.90666
H -2.10763 -0.59537 1.95780
H -3.05073 0.43006 1.23940
H -0.23233 -1.84140 0.75935
H -0.22046 -1.68907 -0.95714
H 0.35440 0.62366 0.82567
H 1.48825 -0.42708 0.26185
H 1.38958 1.61490 -0.78576
H -0.20290 1.14357 -1.49779
H 1.56335 0.64107 -3.14728
H 2.45005 -0.36174 -1.83066
H 1.00575 -0.87455 -2.48659
H 0.88511 1.82008 3.23877
H 1.54024 0.47776 3.17227
O 1.15368 1.14705 2.59093

Mulliken population analysis, charges in e, atoms 1 to 5: C -0.549; N -0.554; C -0.732; N -0.099; C -0.446

Record 4
ORCA calculation (ωB97M-V/def2-TZVPD) on a 2-piece molecular cluster, C4H15N2O overall at a distorted geometry.

Results
- HOMO energy: -14.3 eV
- Molar mass: 107.2 g mol⁻¹
- Gap between HOMO and LUMO: 11.310 eV
- Energy: -9410.4688 eV
- Charge: +1
- LUMO level: -3.01 eV
- ΔE to the lowest compared entry with this formula, charge and spin: 308.1 kJ/mol

Atoms and positions in Å:
C 0.04599 -2.07536 -0.99874
N 0.62282 -1.87305 -2.35613
C -0.53145 -0.70031 -0.61013
N 0.31430 0.46302 -1.15298
C 1.28216 1.01737 -0.16735
C 0.61782 1.58147 1.22756
H -0.55023 -2.98077 -0.88586
H 0.96509 -2.25793 -0.40817
H 0.07393 -2.33687 -3.02724
H 1.60958 -2.11489 -2.16980
H -1.61954 -0.40467 -1.02192
H -1.04266 -0.50454 0.44272
H 0.96929 -0.00147 -1.88836
H -0.20175 1.29124 -1.53759
H 2.02057 1.82145 -0.67434
H 1.78566 0.15427 0.29236
H -0.42888 1.67539 1.08875
H 0.89125 0.97371 2.15512
H 1.03230 2.61843 1.26274
H -2.90529 0.94708 4.13141
H -2.73899 1.50159 2.75152
O -2.21196 1.20483 3.54643

Mulliken population analysis, charges in e, atoms 1 to 5: C -0.501; N -0.574; C -0.613; N -0.152; C -0.389

Record 5
ORCA calculation (ωB97M-V/def2-TZVPD) on a 3-piece molecular cluster, C4H15N2O overall at a distorted geometry.

Results
- HOMO energy: -14.1 eV
- Molar mass: 107.2 g mol⁻¹
- Gap between HOMO and LUMO: 5.458 eV
- Energy: -9406.1877 eV
- Charge: +1
- LUMO level: -8.61 eV
- ΔE to the lowest compared entry with this formula, charge and spin: 721.2 kJ/mol

Atoms and positions in Å:
N -1.27381 -0.88784 -0.44987
C -0.10197 -1.59533 -0.55041
C 0.77550 -1.31571 0.70844
N 0.75274 0.09085 1.03849
C 0.81884 1.04175 -0.08616
C 1.76473 0.36243 2.03389
H -6.65122 6.33284 2.01267
H -2.07347 -1.51097 -0.29107
H -7.11827 5.83876 2.32697
H 0.47898 -1.29391 -1.44042
H -0.21343 -2.67606 -0.61128
H 1.80634 -1.66956 0.58580
H 0.27029 -1.88361 1.48858
H 1.67947 0.82949 -0.72946
H 0.91121 2.03957 0.32744
H -0.11425 0.99360 -0.62763
H 2.77783 0.22777 1.62833
H 1.65737 -0.30277 2.88373
H 1.69375 1.39894 2.38272
H -1.25343 0.07771 -1.95138
H -1.64967 0.77635 -3.30953
O -0.94218 0.64196 -2.67282

Mulliken population analysis, charges in e, atoms 1 to 5: N -0.372; C -0.469; C -0.448; N 0.044; C -0.746

Record 6
ORCA calculation (ωB97M-V/def2-TZVPD) on a 2-piece molecular cluster, C4H15N2O overall at a distorted geometry.

Results
- HOMO energy: -13.2 eV
- Molar mass: 107.2 g mol⁻¹
- Gap between HOMO and LUMO: 10.169 eV
- Energy: -9412.0949 eV
- Charge: +1
- LUMO level: -3.07 eV
- ΔE to the lowest compared entry with this formula, charge and spin: 151.2 kJ/mol

Atoms and positions in Å:
N 0.67749 -0.82555 0.42810
C -0.81237 -0.55930 -0.01531
C -0.79494 -0.21338 -1.47500
C -1.29399 0.42990 1.06930
N -0.35033 1.38116 1.56347
C 0.22464 2.39894 0.67408
H 1.24666 -0.46813 -0.34472
H 0.92522 -0.23267 1.25027
H 0.95721 -1.79096 0.59367
H -1.28829 -1.49593 0.20915
H -1.50082 0.60353 -1.59264
H -1.07401 -0.98994 -2.19052
H 0.15336 0.19414 -1.84338
H -2.30449 0.82530 0.79937
H -1.57729 -0.18537 1.93224
H -0.60955 1.82401 2.42864
H -0.14895 2.54894 -0.33627
H 0.07060 3.41501 1.05366
H 1.31178 2.29065 0.67838
H 2.08649 -3.78246 -1.92302
H 2.16469 -2.27569 -1.69908
O 1.93688 -3.09220 -1.26040

Mulliken population analysis, charges in e, atoms 1 to 5: N -0.363; C 0.366; C -1.431; C -0.864; N -0.328

Question: Which formula does entry 5 have?
Answer: C4H15N2O

Question: Among the records above, which one has the highest gap between HOMO and LUMO?
Answer: number 4